(1)
This record from the Open Molecules 2025 dataset describes a molecular structure, CH2BrCl2P. The level of theory is ωB97M-V/def2-TZVPD.

Geometry as ORCA input:
```
! RIJCOSX wB97M-V def2-TZVPD def2/J DEFGRID3
* xyz 0 1
C -1.44 0.06 -0.10
P 0.30 -0.03 0.09
Cl 1.00 0.89 -1.51
Cl 0.72 1.10 1.69
Br 3.00 -1.10 -0.13
H -1.72 -0.70 -0.82
H -1.86 -0.22 0.78
*
```

Values from the calculation:
E_LUMO (spin up / spin down) = -2.997 / -3.042 eV
E_HOMO (spin up / spin down) = -9.48 / -9.47 eV



(2)
This record from the Open Molecules 2025 dataset describes C5H9NO in the gas phase. The level of theory is ωB97M-V/def2-TZVPD.

Geometry as ORCA input:
```
! RIJCOSX wB97M-V def2-TZVPD def2/J DEFGRID3
* xyz 0 1
C -0.28 -0.40 1.37
C -0.08 -0.07 -0.11
C 0.83 1.17 -0.12
C 0.62 -1.22 -0.83
C -1.40 0.38 -0.62
N -2.42 0.25 -1.34
O -2.07 1.45 -0.21
H -0.70 0.45 1.92
H 0.73 -0.60 1.74
H -0.91 -1.28 1.54
H 1.77 0.85 0.34
H 0.39 1.98 0.47
H 1.04 1.56 -1.13
H 1.12 -0.81 -1.70
H 1.41 -1.64 -0.18
H -0.04 -2.05 -1.14
*
```

Values from the calculation:
E_LUMO = 0.775 eV
E_HOMO = -9.57 eV
SMILES = CC(C)(C)C1=NO1



(3)
This record from the Open Molecules 2025 dataset describes 2 unconnected molecules or ions with the total composition C5H10N5O2. The level of theory is ωB97M-V/def2-TZVPD.

Geometry as ORCA input:
```
! RIJCOSX wB97M-V def2-TZVPD def2/J DEFGRID3
* xyz 1 1
C -3.28 0.55 0.10
C -1.54 -0.85 -0.21
C 2.53 -1.10 1.35
C 2.07 -0.79 0.15
C 1.68 0.57 -0.35
N -2.89 -0.79 -0.07
N -2.02 1.18 0.08
N -0.96 0.32 -0.12
N 1.38 0.69 -1.58
N 1.70 1.62 0.38
O -4.36 0.99 0.33
O -0.78 -1.98 -0.21
H 2.94 -2.09 1.50
H 2.78 -0.33 2.02
H 1.60 -1.57 -0.50
H -3.59 -1.55 -0.17
H -1.86 2.12 0.12
H 1.21 1.69 -1.99
H 1.27 -0.03 -2.24
H 1.55 2.56 0.11
H 1.83 1.57 1.39
H -1.27 -2.79 -0.11
*
```

Values from the calculation:
E_LUMO = -3.758 eV
E_HOMO = -11.81 eV



(4)
This record from the Open Molecules 2025 dataset describes 6 unconnected molecules or ions with the total composition C16H25Cl10NO2. The level of theory is ωB97M-V/def2-TZVPD.

Geometry as ORCA input:
```
! RIJCOSX wB97M-V def2-TZVPD def2/J DEFGRID3
* xyz 0 1
O -2.89 -2.56 1.86
N -1.95 -3.00 1.22
O -0.95 -2.37 0.96
C -2.06 -4.36 0.71
C -1.15 -4.83 -0.23
C -1.35 -6.11 -0.76
C -2.43 -6.87 -0.34
C -3.38 -6.36 0.54
C -3.17 -5.12 1.09
H -0.25 -4.30 -0.51
H -0.73 -6.48 -1.57
H -2.56 -7.82 -0.85
H -4.29 -6.93 0.67
H -3.92 -4.68 1.73
Cl 4.10 3.89 -1.67
C 3.22 5.42 -1.70
C 1.73 5.31 -1.42
Cl 0.96 4.09 -2.40
H 3.47 5.82 -2.69
H 3.78 6.07 -1.03
H 1.32 6.32 -1.53
H 1.58 5.14 -0.36
Cl -4.09 1.13 -4.10
C -3.24 -0.32 -3.59
C -3.92 -1.07 -2.44
Cl -4.19 0.05 -1.05
H -2.24 -0.03 -3.28
H -3.25 -0.97 -4.47
H -3.19 -1.78 -2.05
H -4.83 -1.57 -2.74
Cl 3.47 0.53 5.37
C 2.07 1.12 4.36
C 1.90 2.59 4.63
Cl 0.19 3.07 4.35
H 1.23 0.51 4.67
H 2.30 0.94 3.32
H 2.45 3.24 3.95
H 2.14 2.84 5.66
Cl -1.18 3.81 0.23
C -1.44 2.17 -0.43
C -0.98 1.09 0.50
Cl 0.73 1.26 0.95
H -0.90 2.15 -1.38
H -2.49 2.09 -0.72
H -1.06 0.08 0.11
H -1.63 1.08 1.38
Cl 4.22 1.35 1.43
C 3.55 0.82 -0.15
C 4.59 0.71 -1.23
Cl 5.47 -0.85 -1.13
H 2.79 1.54 -0.47
H 3.04 -0.12 0.04
H 5.31 1.52 -1.25
H 4.09 0.74 -2.20
*
```

Values from the calculation:
E_LUMO = -0.781 eV
E_HOMO = -10.31 eV
SMILES = O=[N+]([O-])c1ccccc1.ClCCCl.ClCCCl.ClCCCl.ClCCCl.ClCCCl



(5)
This record from the Open Molecules 2025 dataset describes 19 unconnected molecules or ions with the total composition H38O19. The level of theory is ωB97M-V/def2-TZVPD.

Geometry as ORCA input:
```
! RIJCOSX wB97M-V def2-TZVPD def2/J DEFGRID3
* xyz 0 1
O 1.97 -0.11 -1.84
H 2.91 0.07 -1.90
H 1.94 -1.10 -1.79
O 2.97 0.00 0.40
H 3.73 -0.58 0.34
H 2.69 -0.07 1.32
O -2.90 -3.49 -0.23
H -3.68 -2.98 -0.45
H -2.38 -2.88 0.32
O 1.42 3.97 0.12
H 2.24 4.06 0.70
H 0.86 4.50 0.71
O 0.40 -2.75 -3.19
H 0.59 -3.64 -2.88
H -0.56 -2.72 -3.23
O -1.02 2.27 3.83
H -1.94 2.04 4.00
H -0.79 1.33 3.74
O -2.99 -0.46 -0.53
H -2.73 -0.93 -1.34
H -2.58 0.40 -0.70
O 0.16 -1.18 -0.78
H 0.45 -0.29 -0.51
H -0.75 -0.95 -0.97
O 0.44 -1.61 1.72
H 0.02 -1.97 0.93
H 0.00 -0.76 1.85
O 3.15 -2.92 1.21
H 2.20 -2.95 1.06
H 3.42 -3.83 1.10
O 0.71 -4.24 2.18
H 1.36 -4.27 2.92
H 0.35 -3.33 2.25
O 3.55 2.49 1.48
H 2.70 2.28 1.10
H 3.95 3.32 1.17
O -0.51 4.43 -2.87
H 0.34 4.21 -3.26
H -0.33 4.53 -1.93
O 2.27 -2.90 3.70
H 2.67 -2.83 2.78
H 2.01 -2.02 3.96
O -3.31 3.03 -2.20
H -2.99 2.21 -2.57
H -2.68 3.70 -2.46
O -2.84 1.46 1.52
H -3.69 1.73 1.10
H -2.64 2.34 1.86
O 0.61 2.00 -2.97
H 0.83 1.06 -3.02
H 1.28 2.20 -2.30
O -1.72 0.86 -4.33
H -1.35 1.74 -4.18
H -1.08 0.52 -4.97
O -2.44 -1.18 2.83
H -2.24 -0.34 2.40
H -3.16 -1.31 2.19
*
```

Values from the calculation:
E_LUMO = -0.376 eV
E_HOMO = -10.37 eV



Computed values of energy above the lowest of the compared OMol25 structures with the same formula, charge and spin (unit: kJ/mol) for the preceding records, in sequence: 268.3; 372.9; 182.7; 0.0; 459.2.